(1)
The following is a DFT calculation (the ωB97M-V functional and the def2-TZVPD basis) of a 13-piece molecular cluster, H26O13 overall at a distorted geometry.

Results
energy = -27040.7597 eV
F_max = 1.021 eV/Å
energy above the lowest of the compared OMol25 structures with the same formula, charge and spin = 27.4 kcal/mol
charge = 0
HOMO energy = -10.14 eV

Atoms and positions in Å:
O  -2.314  1.318  -0.886
H  -3.168  0.942  -1.143
H  -2.330  1.323  0.076
O  2.226  1.889  2.176
H  2.927  2.073  2.809
H  2.098  2.734  1.695
O  0.499  0.357  3.881
H  0.574  1.044  3.204
H  1.264  -0.205  3.730
O  1.266  4.028  0.597
H  0.891  3.420  -0.070
H  0.501  4.440  1.010
O  -3.491  -1.013  -1.994
H  -2.703  -1.427  -1.635
H  -4.220  -1.559  -1.682
O  -0.597  -2.625  -2.094
H  -1.330  -3.047  -1.628
H  0.184  -3.137  -1.844
O  0.180  2.412  -1.419
H  -0.573  1.918  -1.773
H  0.759  2.555  -2.177
O  0.502  -0.294  0.278
H  -0.318  -0.479  -0.204
H  0.396  0.609  0.595
O  -2.542  -1.734  0.555
H  -1.774  -2.049  1.072
H  -3.204  -1.512  1.217
O  -0.193  -0.171  -3.036
H  -0.985  0.140  -3.489
H  -0.365  -1.129  -2.843
O  -0.387  -2.802  2.076
H  0.493  -2.717  1.688
H  -0.261  -2.600  3.010
O  3.630  -0.423  1.048
H  2.681  -0.252  1.038
H  3.922  -0.092  1.900
O  2.273  -0.818  -1.967
H  1.745  -0.792  -1.159
H  1.745  -0.327  -2.611

=====

(2)
The following is a DFT calculation (the ωB97M-V functional and the def2-TZVPD basis) of C10H9O3RhS3 as an isolated structure.

Results
energy = -52172.4069 eV
F_max = 0.976 eV/Å
energy above the lowest of the compared OMol25 structures with the same formula, charge and spin = 0.0 kcal/mol
charge = -2
HOMO energy = -0.68 eV

Atoms and positions in Å:
Rh  0.095  -0.780  0.453
O  -2.856  -2.882  2.597
C  -2.217  -2.607  1.567
O  -1.763  -1.465  1.268
C  -2.093  -3.725  0.508
C  -2.977  -4.793  0.678
C  -3.062  -5.856  -0.205
C  -2.215  -5.871  -1.313
C  -1.317  -4.840  -1.503
C  -1.212  -3.743  -0.620
S  0.087  -2.621  -1.011
H  -3.609  -4.747  1.555
H  -3.769  -6.661  -0.036
H  -2.251  -6.691  -2.024
H  -0.645  -4.858  -2.355
C  0.929  0.363  -0.710
H  1.434  1.308  -0.487
H  0.789  0.211  -1.788
C  3.776  0.789  4.556
O  2.656  1.147  3.772
C  2.059  0.165  3.013
S  2.693  -1.366  2.976
S  0.682  0.791  2.228
H  4.073  1.701  5.076
H  4.596  0.418  3.939
H  3.526  0.007  5.275

=====

(3)
The following is a DFT calculation (the ωB97M-V functional and the def2-TZVPD basis) of an isolated molecule of C2H4N4 at a distorted geometry.

Results
energy = -8094.2398 eV
F_max = 2.480 eV/Å
energy above the lowest of the compared OMol25 structures with the same formula, charge and spin = 117.0 kcal/mol
charge = 0
HOMO energy (alpha / beta) = -8.42 / -8.42 eV

Atoms and positions in Å:
N  -1.458  -0.159  1.120
C  -0.332  -0.047  0.283
N  -0.360  0.364  -0.994
N  0.725  0.438  -1.634
N  2.047  -0.313  -0.105
C  1.024  -0.352  0.603
H  -2.025  -0.973  0.899
H  -2.049  0.662  1.060
H  0.526  0.735  -2.600
H  1.901  -0.354  1.366

=====

(4)
The following is a DFT calculation (the ωB97M-V functional and the def2-TZVPD basis) of a 2-piece molecular cluster, C3H8N2S overall at a distorted geometry.

Results
energy = -17052.0254 eV
F_max = 2.896 eV/Å
energy above the lowest of the compared OMol25 structures with the same formula, charge and spin = 108.5 kcal/mol
charge = 0
HOMO energy (alpha / beta) = -7.25 / -7.24 eV

Atoms and positions in Å:
C  -0.795  -0.473  2.381
C  -0.049  0.192  -1.150
C  2.012  1.280  -0.248
N  -1.592  -1.381  2.421
N  1.203  0.078  -0.388
S  1.286  -1.064  0.745
H  -0.672  0.488  2.852
H  0.080  0.526  -2.227
H  -0.555  -0.746  -1.131
H  -0.551  0.979  -0.714
H  2.369  1.732  -1.248
H  1.433  2.101  0.088
H  2.804  0.978  0.479
H  -2.540  -1.427  2.789

=====

(5)
The following is a DFT calculation (the ωB97M-V functional and the def2-TZVPD basis) of a 9-piece molecular cluster, C36H54O27 overall at a distorted geometry.

Results
energy = -93487.3483 eV
F_max = 6.666 eV/Å
energy above the lowest of the compared OMol25 structures with the same formula, charge and spin = 136.1 kcal/mol
charge = 0
SMILES string = C[C@H]1COC(=O)O1.C[C@H]1COC(=O)O1.C[C@H]1COC(=O)O1.C[C@H]1COC(=O)O1.C[C@H]1COC(=O)O1.C[C@H]1COC(=O)O1.C[C@H]1COC(=O)O1.C[C@H]1COC(=O)O1.C[C@H]1COC(=O)O1
HOMO energy = -10.10 eV

Atoms and positions in Å:
C  -31.983  -24.174  15.600
C  -33.133  -25.066  15.161
C  -32.999  -25.790  13.800
O  -33.213  -27.146  14.022
C  -33.481  -27.421  15.334
O  -33.821  -28.463  15.855
O  -33.305  -26.179  16.005
H  -30.962  -24.552  15.551
H  -32.288  -23.723  16.544
H  -31.982  -23.323  14.920
H  -34.001  -24.413  15.076
H  -32.011  -25.731  13.343
H  -33.701  -25.335  13.101
C  -34.902  -26.503  10.233
C  -33.915  -27.639  10.000
C  -33.034  -27.373  8.803
O  -31.857  -27.902  9.319
C  -31.765  -27.780  10.604
O  -30.685  -27.709  11.223
O  -32.983  -27.509  11.078
H  -35.171  -26.513  11.290
H  -35.782  -26.606  9.598
H  -34.423  -25.531  10.114
H  -34.211  -28.687  10.032
H  -32.877  -26.308  8.635
H  -33.482  -27.971  8.009
C  -30.814  -25.877  19.722
C  -29.899  -24.639  19.603
C  -29.104  -24.494  18.327
O  -29.164  -23.190  18.019
C  -30.136  -22.597  18.746
O  -30.551  -21.414  18.686
O  -30.675  -23.477  19.641
H  -30.072  -26.676  19.761
H  -31.562  -26.002  18.939
H  -31.317  -25.775  20.683
H  -29.230  -24.568  20.461
H  -29.531  -24.948  17.433
H  -28.096  -24.864  18.510
C  -28.866  -22.188  13.454
C  -29.376  -22.640  12.084
C  -28.802  -23.999  11.524
O  -29.980  -24.685  11.183
C  -31.066  -24.022  11.483
O  -32.222  -24.360  11.262
O  -30.785  -22.986  12.275
H  -29.061  -22.890  14.265
H  -29.387  -21.338  13.897
H  -27.784  -22.057  13.462
H  -29.514  -21.854  11.341
H  -28.275  -24.465  12.357
H  -28.058  -23.806  10.751
C  -30.490  -30.070  18.253
C  -31.952  -30.410  18.604
C  -32.337  -31.841  18.541
O  -33.146  -31.898  19.746
C  -32.772  -31.032  20.589
O  -33.024  -30.973  21.818
O  -31.930  -30.177  19.978
H  -30.110  -29.076  18.488
H  -30.305  -30.053  17.179
H  -29.781  -30.797  18.649
H  -32.736  -29.850  18.094
H  -31.584  -32.611  18.367
H  -33.086  -31.968  17.759
C  -29.563  -28.191  6.442
C  -28.566  -28.876  7.462
C  -28.052  -28.230  8.683
O  -28.147  -29.135  9.733
C  -28.925  -30.132  9.271
O  -29.414  -30.958  10.024
O  -29.222  -29.999  7.968
H  -30.152  -29.010  6.029
H  -29.007  -27.684  5.653
H  -30.372  -27.513  6.713
H  -27.723  -29.197  6.849
H  -28.678  -27.356  8.860
H  -27.047  -27.838  8.527
C  -28.093  -26.095  15.130
C  -28.846  -26.972  14.123
C  -27.990  -27.941  13.348
O  -28.508  -29.182  13.635
C  -29.623  -29.097  14.380
O  -30.497  -30.011  14.496
O  -29.571  -27.806  14.971
H  -28.795  -25.435  15.637
H  -27.262  -25.460  14.822
H  -27.640  -26.748  15.876
H  -29.560  -26.298  13.651
H  -26.993  -27.809  13.769
H  -27.997  -27.747  12.275
C  -23.297  -28.854  17.541
C  -23.436  -27.852  16.311
C  -24.745  -27.015  16.252
O  -24.218  -25.709  16.104
C  -22.912  -25.624  16.429
O  -22.244  -24.591  16.457
O  -22.471  -26.848  16.517
H  -23.638  -28.269  18.395
H  -22.327  -29.313  17.730
H  -23.989  -29.687  17.422
H  -23.327  -28.449  15.405
H  -25.473  -27.085  17.059
H  -25.192  -27.224  15.280
C  -28.470  -27.510  22.243
C  -27.274  -27.314  21.223
C  -26.305  -28.472  21.253
O  -26.408  -28.999  20.093
C  -27.037  -28.222  19.256
O  -27.175  -28.430  18.085
O  -27.611  -27.187  19.857
H  -28.978  -28.465  22.108
H  -28.971  -26.547  22.338
H  -27.893  -27.567  23.166
H  -26.743  -26.397  21.479
H  -26.467  -29.195  22.052
H  -25.295  -28.108  21.440

=====

(6)
The following is a DFT calculation (the ωB97M-V functional and the def2-TZVPD basis) of C31H19N6O9SW as an isolated structure.

Results
energy = -72486.8350 eV
F_max = 0.991 eV/Å
energy above the lowest of the compared OMol25 structures with the same formula, charge and spin = 0.0 kcal/mol
charge = -1
HOMO energy (alpha / beta) = -4.44 / -4.55 eV

Atoms and positions in Å:
W  0.289  -0.098  0.432
O  1.209  3.344  -1.885
C  0.804  2.541  -1.058
N  1.364  1.358  -0.696
C  2.623  1.009  -1.229
C  3.628  1.891  -1.604
C  4.835  1.381  -2.062
C  5.029  0.012  -2.152
C  4.028  -0.873  -1.782
C  2.820  -0.370  -1.309
N  1.733  -1.107  -0.818
C  1.569  -2.391  -1.211
O  2.178  -3.008  -2.073
C  0.580  -3.085  -0.342
C  0.309  -4.433  -0.503
C  -0.468  -5.076  0.438
C  -0.905  -4.344  1.535
C  -0.611  -3.001  1.608
N  0.085  -2.356  0.661
C  -0.389  2.839  -0.228
C  -1.068  4.036  -0.366
C  -2.092  4.332  0.510
C  -2.364  3.414  1.516
C  -1.648  2.239  1.578
N  -0.684  1.922  0.700
H  3.464  2.955  -1.545
H  5.625  2.062  -2.354
H  5.973  -0.377  -2.516
H  4.173  -1.938  -1.860
H  0.744  -4.931  -1.358
H  -0.707  -6.127  0.341
H  -1.475  -4.804  2.330
H  -0.927  -2.407  2.453
H  -0.751  4.700  -1.158
H  -2.650  5.255  0.430
H  -3.126  3.599  2.260
H  -1.831  1.529  2.370
O  -3.274  -0.672  2.587
C  -2.544  -0.699  1.612
O  -1.274  -0.391  1.720
C  -3.083  -1.117  0.280
C  -4.349  -1.662  0.291
C  -4.951  -2.086  -0.886
C  -4.294  -1.981  -2.100
C  -3.025  -1.452  -2.126
C  -2.368  -0.961  -0.947
O  -1.240  -0.382  -1.011
N  -2.363  -1.429  -3.419
O  -1.156  -1.334  -3.466
O  -3.078  -1.508  -4.415
N  -6.275  -2.656  -0.848
O  -6.801  -2.966  -1.907
O  -6.853  -2.707  0.226
H  -4.865  -1.747  1.235
H  -4.753  -2.319  -3.015
S  1.816  -0.192  2.217
C  1.612  1.180  3.327
C  1.545  2.493  2.866
C  1.397  3.548  3.757
C  1.324  3.307  5.121
C  1.412  2.002  5.589
C  1.558  0.947  4.700
H  1.633  2.684  1.805
H  1.347  4.562  3.377
H  1.206  4.129  5.816
H  1.362  1.801  6.652
H  1.618  -0.072  5.062